# 1
C40H51F3N10O2 | ωB97M-V/def2-TZVPD

Geometry as XYZ:
```
106
Properties=species:S:1:pos:R:3
N 0.206 1.326 2.687
C 1.186 1.861 3.483
C 0.644 2.307 4.710
C -0.676 1.818 4.696
C -0.936 1.367 3.420
H 0.355 0.956 1.759
H 2.168 1.967 3.045
H 1.218 2.777 5.494
H -1.427 1.889 5.470
H -1.844 0.964 2.996
N 1.418 -1.031 4.883
C 1.695 -2.347 4.618
C 2.596 -2.847 5.606
C 2.722 -1.816 6.513
C 2.070 -0.698 6.031
H 0.794 -0.384 4.423
H 1.287 -2.835 3.745
H 3.113 -3.794 5.584
H 3.356 -1.866 7.386
H 1.973 0.263 6.515
N 4.116 3.306 0.464
C 5.386 2.921 0.168
C 5.414 1.990 -0.837
C 4.146 1.946 -1.432
C 3.414 2.838 -0.587
H 3.813 3.957 1.175
H 6.151 3.290 0.835
H 6.364 1.570 -1.131
H 3.894 1.383 -2.319
H 2.388 3.155 -0.694
N -4.361 0.938 -0.040
C -3.957 2.156 -0.440
C -3.418 2.020 -1.733
C -3.378 0.622 -1.999
C -4.075 -0.008 -0.997
H -4.924 0.862 0.795
H -4.082 3.040 0.168
H -3.094 2.804 -2.403
H -2.969 0.151 -2.881
H -4.416 -1.027 -0.894
N -0.672 3.023 -4.598
C 0.471 3.630 -4.883
C 1.533 2.871 -4.321
C 0.996 1.746 -3.691
C -0.357 1.848 -3.905
H -1.565 3.305 -4.977
H 0.519 4.572 -5.409
H 2.604 2.950 -4.437
H 1.567 0.932 -3.269
H -1.198 1.204 -3.699
N -4.074 -2.739 1.732
C -4.637 -1.595 2.325
C -3.827 -1.101 3.303
C -2.683 -1.920 3.240
C -2.891 -2.966 2.363
H -4.474 -3.220 0.939
H -5.604 -1.220 2.023
H -3.872 -0.179 3.864
H -1.820 -1.791 3.877
H -2.185 -3.742 2.105
N 0.735 0.305 -0.587
C -0.502 -0.225 -0.260
C -0.252 -1.170 0.747
C 1.129 -1.296 0.922
C 1.780 -0.320 0.150
H 0.846 1.123 -1.168
H -1.430 0.191 -0.624
H -1.051 -1.685 1.259
H 1.528 -2.028 1.608
H 2.811 -0.035 0.002
N -0.169 4.067 -1.404
C 0.153 5.249 -0.815
C -0.236 5.261 0.505
C -0.824 4.107 0.788
C -0.910 3.383 -0.429
H 0.091 3.716 -2.315
H 0.684 5.998 -1.383
H -0.134 6.081 1.201
H -1.233 3.874 1.759
H -1.258 2.371 -0.580
C 4.161 -3.585 1.971
C 2.922 -4.154 1.354
N 1.994 -4.547 0.866
H 4.631 -4.325 2.619
H 3.901 -2.708 2.563
H 4.854 -3.410 1.148
C -1.080 -4.938 -0.544
C -2.491 -4.444 -0.743
N -3.605 -4.078 -0.999
H -0.589 -4.355 0.235
H -0.579 -4.883 -1.511
H -0.993 -6.006 -0.343
C -0.011 -2.396 -2.921
C -1.257 -2.895 -3.614
O -1.276 -2.786 -4.994
C -1.395 -1.625 -5.680
O -1.682 -0.494 -5.210
C -0.835 -1.814 -7.110
F -0.110 -0.786 -7.390
F -0.160 -2.952 -7.330
F -1.866 -1.859 -7.985
H 0.917 -2.382 -3.492
H 0.184 -3.033 -2.059
H -0.172 -1.368 -2.598
H -2.159 -2.584 -3.087
H -1.226 -3.961 -3.387
```

Summary:
E_LUMO	0.53	eV
M	760.9	u
SMILES	CCOC(=O)C(F)(F)F.c1cc[nH]c1.c1cc[nH]c1.c1cc[nH]c1.c1cc[nH]c1.c1cc[nH]c1.c1cc[nH]c1.c1cc[nH]c1.c1cc[nH]c1.CC#N.CC#N

Löwdin atomic charge list, values in e, 5 entries: 0.044, -0.145, -0.104, -0.121, -0.164


# 2
C21H39BrNO9P | ωB97M-V/def2-TZVPD

Geometry as XYZ:
```
72
Properties=species:S:1:pos:R:3
N -1.549 -1.295 0.722
P -0.496 -2.701 0.804
O -0.214 -2.892 2.511
C 1.217 -2.360 0.080
C 2.166 -3.425 0.106
C 3.641 -3.165 -0.463
O 4.380 -4.148 -0.713
C 4.149 -1.660 -0.655
C 3.205 -0.590 -0.705
C 3.803 0.864 -0.935
C 2.950 2.055 -0.302
C 3.345 2.396 1.227
Br 5.207 3.059 1.427
C 1.677 -0.962 -0.572
O 0.726 -0.241 -0.986
H -2.069 -1.254 -0.168
H -2.229 -1.362 1.504
H 0.657 -3.346 2.580
H 1.872 -4.438 0.524
H 5.272 -1.449 -0.750
H 4.050 1.060 -2.042
H 4.826 0.877 -0.403
H 3.135 3.021 -0.903
H 1.824 1.900 -0.306
H 2.650 3.262 1.528
H 3.080 1.535 1.933
C -7.619 -1.118 5.414
O -6.323 -1.489 5.842
C -6.360 -2.295 7.017
C -5.012 -2.970 7.237
O -4.851 -4.152 6.454
C -4.564 -3.939 5.072
C -3.122 -3.512 4.827
O -2.980 -2.110 5.035
C -1.619 -1.718 5.084
H -8.144 -0.566 6.199
H -7.517 -0.476 4.538
H -8.192 -2.006 5.127
H -7.144 -3.055 6.926
H -6.584 -1.638 7.865
H -4.972 -3.306 8.277
H -4.181 -2.279 7.088
H -5.276 -3.244 4.622
H -4.714 -4.911 4.593
H -2.851 -3.725 3.786
H -2.453 -4.060 5.499
H -1.119 -2.187 5.938
H -1.581 -0.635 5.214
H -1.109 -1.982 4.155
C 1.122 4.989 -8.379
O 1.614 3.929 -7.582
C 2.992 3.666 -7.835
C 3.574 2.794 -6.730
O 3.949 3.543 -5.574
C 2.871 3.956 -4.734
C 2.312 2.820 -3.888
O 1.382 2.053 -4.642
C 1.045 0.840 -3.993
H 1.245 4.764 -9.443
H 0.060 5.112 -8.163
H 1.637 5.923 -8.128
H 3.548 4.608 -7.896
H 3.060 3.138 -8.793
H 4.504 2.357 -7.104
H 2.910 1.968 -6.470
H 2.090 4.457 -5.311
H 3.301 4.701 -4.059
H 1.780 3.237 -3.024
H 3.130 2.180 -3.540
H 1.931 0.202 -3.897
H 0.309 0.319 -4.606
H 0.612 1.035 -3.009
```

Summary:
E_LUMO	-1.73	eV
M	560.4	u
SMILES	NP(O)C1=CC(=O)C=C(CCCBr)C1=O.COCCOCCOC.COCCOCCOC

Löwdin atomic charge list, values in e, 5 entries: -0.197, 0.880, -0.353, -0.260, -0.009


# 3
C4H34N2O15 | ωB97M-V/def2-TZVPD

Geometry as XYZ:
```
55
Properties=species:S:1:pos:R:3
O -0.860 1.811 -0.839
C 0.188 1.194 -0.890
N 1.166 1.513 -1.817
C 1.008 2.760 -2.410
O 1.744 3.141 -3.294
C 0.332 -0.209 -0.278
N 1.737 -0.575 -0.386
C 2.533 -0.460 0.821
H 2.006 0.927 -1.930
H 0.197 3.431 -2.109
H -0.117 -0.180 0.708
H -0.171 -0.895 -0.959
H 1.913 -1.487 -0.781
H 3.609 -0.499 0.662
H 2.236 -1.021 1.702
H 2.498 0.579 1.199
H -4.725 -0.521 -0.438
H -3.893 -1.348 0.513
O -4.685 -1.395 -0.035
H -3.232 0.328 2.353
H -2.154 -0.767 2.731
O -2.776 -0.459 2.073
H 1.130 -4.042 -2.922
H -0.125 -3.095 -3.115
O 0.291 -3.760 -2.571
H 3.769 1.988 -2.853
H 4.504 0.695 -2.275
O 3.661 1.108 -2.473
H -2.499 -0.554 -2.499
H -3.643 -1.436 -1.906
O -3.447 -0.595 -2.332
H -0.302 0.964 2.863
H -0.964 1.704 3.936
O -1.044 0.855 3.484
H 0.570 3.008 2.604
H 1.982 2.422 3.285
O 1.034 2.427 3.207
H 1.334 -0.993 -3.212
H 2.842 -0.783 -2.839
O 2.208 -1.409 -3.195
H -0.626 0.618 -3.516
H -1.128 -0.588 -4.219
O -0.600 -0.347 -3.446
H -2.509 2.633 -0.822
H -3.881 2.413 -1.333
O -3.233 3.124 -1.250
H -0.243 -2.163 4.715
H -0.627 -0.807 4.409
O 0.167 -1.373 4.338
H 1.887 -0.625 3.350
H 1.500 0.432 4.474
O 2.131 0.172 3.807
H -0.974 -1.896 1.594
H -1.126 -3.373 1.974
O -0.592 -2.590 2.141
```

Summary:
ΔE to the lowest compared entry with this formula, charge and spin	381.9	kJ/mol
E_LUMO	-0.02	eV
M	350.3	u

natural (NBO) atomic charge list, values in e, 5 entries: -0.648, 0.707, -0.713, 0.525, -0.588